No. 1
# C42H38N8PbS5

C42H38N8PbS5 as an isolated structure (the ωB97M-V functional and the def2-TZVPD basis, the Open Molecules 2025 dataset).

Each line ends with the Löwdin charge.
Cartesian coordinates (Å):
Pb  0.84584  2.83725  -0.79289  0.9331
N  2.17046  0.94582  -0.37233  -0.4372
S  2.08850  -0.08559  0.65236  0.7499
N  0.71472  -0.49186  1.51016  -0.3474
S  -0.62359  -1.13145  1.12698  0.8820
N  -1.04653  -1.32754  -0.35848  -0.3591
S  -1.50522  -0.02796  -1.29451  0.7484
N  -0.76873  1.22117  -1.28802  -0.4238
C  -1.51184  -0.87590  -2.89626  -0.2873
C  -2.54996  -0.66998  -3.78920  -0.0625
C  -2.45718  -1.18888  -5.06964  -0.0691
C  -1.32990  -1.89570  -5.45436  -0.0746
C  -0.29695  -2.10087  -4.55266  -0.0661
C  -0.38157  -1.58330  -3.27174  -0.0699
C  -3.26049  0.19878  -0.88314  -0.3257
C  -3.65740  1.51505  -0.73701  -0.0653
C  -4.97453  1.79439  -0.42253  -0.0580
C  -5.87083  0.75065  -0.24972  -0.0709
C  -5.45326  -0.56499  -0.37940  -0.0739
C  -4.13645  -0.85152  -0.70061  -0.0839
C  -0.66712  -2.81564  1.77585  -0.3183
C  -0.99859  -3.87834  0.95147  -0.0652
C  -1.01627  -5.16058  1.47131  -0.0593
C  -0.70639  -5.37663  2.80651  -0.0604
C  -0.36458  -4.30678  3.62263  -0.0558
C  -0.34850  -3.02100  3.11185  -0.0690
C  -1.94298  -0.29939  2.01471  -0.2972
C  -3.08050  -1.01034  2.35786  -0.0727
C  -4.14333  -0.33172  2.92922  -0.0645
C  -4.06430  1.03869  3.13512  -0.0559
C  -2.91555  1.73301  2.79246  -0.0351
C  -1.84352  1.05970  2.22988  -0.0759
C  2.54049  -1.68607  -0.09219  -0.2806
C  2.46747  -2.89474  0.56901  -0.0700
C  2.79006  -4.05501  -0.11812  -0.0661
C  3.19142  -3.99384  -1.44377  -0.0745
C  3.25997  -2.77419  -2.09762  -0.0737
C  2.92827  -1.61665  -1.41829  -0.0859
C  3.23143  0.10799  2.02665  -0.3024
C  3.11395  -0.61819  3.19324  -0.0725
C  4.08108  -0.46675  4.17181  -0.0631
C  5.14395  0.40042  3.97471  -0.0621
C  5.22850  1.15216  2.81332  -0.0501
C  4.26553  1.00478  1.83080  -0.0529
H  -3.41885  -0.10629  -3.48223  0.1116
H  -3.26949  -1.04042  -5.76360  0.1078
H  -1.25802  -2.28626  -6.45767  0.1058
H  0.57338  -2.66682  -4.84563  0.1055
H  0.41440  -1.71616  -2.55395  0.0909
H  -2.90898  2.28265  -0.87787  0.1054
H  -5.29729  2.81805  -0.31126  0.1119
H  -6.90133  0.96104  -0.00677  0.1071
H  -6.15348  -1.37131  -0.22814  0.1077
H  -3.79164  -1.86933  -0.80925  0.1167
H  -1.23701  -3.67839  -0.08145  0.1049
H  -1.26221  -5.99604  0.83468  0.1100
H  -0.73659  -6.37723  3.21164  0.1094
H  -0.10199  -4.48036  4.65539  0.1126
H  -0.09885  -2.17202  3.73161  0.1212
H  -3.13294  -2.07564  2.18306  0.1170
H  -5.03514  -0.87236  3.21139  0.1116
H  -4.90273  1.56059  3.57309  0.1114
H  -2.83848  2.79629  2.95955  0.1211
H  -0.93618  1.57553  1.96419  -0.0191
H  2.15849  -2.94024  1.60187  0.0985
H  2.71990  -5.00719  0.38381  0.1064
H  3.44687  -4.90212  -1.96803  0.1046
H  3.56451  -2.72322  -3.13259  0.1071
H  2.94522  -0.63367  -1.86727  0.0887
H  2.26876  -1.27260  3.33540  0.0848
H  4.00013  -1.01949  5.09468  0.1056
H  5.90391  0.49390  4.73549  0.1079
H  6.03611  1.85512  2.67830  0.1122
H  4.27681  1.57168  0.91138  0.1096
N  0.01299  4.23723  -3.03871  -0.0804
C  0.27130  3.53563  -4.28043  -0.2836
C  1.72108  3.05046  -4.30806  -0.2727
N  1.96161  2.15808  -3.19164  -0.0730
H  -0.95619  4.51032  -2.94904  0.0797
H  0.59916  5.05715  -2.93819  0.0641
H  0.08720  4.15229  -5.17748  0.1099
H  -0.39618  2.66886  -4.30985  0.1057
H  2.38663  3.91056  -4.19115  0.1183
H  1.91477  2.58429  -5.29008  0.1097
H  2.94024  1.93798  -3.07955  0.0754
H  1.41343  1.30882  -3.24880  0.0536
S  1.49140  5.36390  0.05306  0.4009
C  1.54593  4.65512  1.62355  -1.1708
S  0.80359  3.10248  1.87962  0.4650
C  2.19194  5.29894  2.66096  -0.4274
C  2.33757  4.70776  3.92027  -0.2947
N  2.49518  4.22234  4.95331  0.1295
C  2.76968  6.56317  2.48280  -0.2957
N  3.23580  7.60848  2.36416  0.1353

Output
Multiplicity ... 1
Kohn-Sham gap ... 5.31 eV
Charge ... 0

No. 2
# C5H14N

An isolated ion of composition C5H14N and charge +1 (the ωB97M-V functional and the def2-TZVPD basis, the Open Molecules 2025 dataset).

Each line ends with the Löwdin charge.
Cartesian coordinates (Å):
C  1.24219  0.62986  0.34407  -0.1071
C  -0.01733  -0.14382  -0.10600  -0.4108
C  -0.44999  -0.97235  1.07012  -0.1041
C  -1.18185  0.81755  -0.42408  -0.1937
C  -2.17667  0.30806  -1.60560  -0.0833
N  2.27994  -0.45866  0.57966  0.1748
H  1.20905  1.12043  1.28369  0.1225
H  1.51015  1.36059  -0.41412  0.1372
H  0.04717  -0.72766  -1.04234  0.1487
H  -0.11851  -2.03568  1.02459  0.0892
H  -0.13537  -0.43111  2.04045  0.1219
H  -1.49851  -1.23230  1.19444  0.0841
H  -2.02607  0.82854  0.41831  0.1485
H  -0.60005  1.81996  -0.69122  0.1373
H  -1.69098  0.00689  -2.57762  0.0820
H  -2.62718  -0.61381  -1.34272  0.0600
H  -2.58898  1.18884  -2.00840  0.0521
H  2.15671  -1.22926  1.30065  0.1945
H  2.89758  -0.76123  -0.10987  0.1340
H  3.00724  0.08064  1.19546  0.2122

Output
SMILES ... CC[C@H](C)C[NH3+]
Multiplicity ... 1
Kohn-Sham gap ... 10.73 eV
Charge ... +1

No. 3
# C16H37NReSi4

C16H37NReSi4 as an isolated structure (the ωB97M-V functional and the def2-TZVPD basis, the Open Molecules 2025 dataset).

Each line ends with the Mulliken spin population.
Cartesian coordinates (Å):
C  -1.34940  0.68568  -4.06216  0.0189
C  0.05653  0.38401  -4.29842  -0.0140
C  0.84843  1.27071  -3.50533  0.1237
C  -0.02542  2.04894  -2.74265  -0.0942
C  -1.36704  1.72779  -3.00643  0.1836
Re  -0.44682  0.04098  -2.18822  2.1028
N  -1.78967  -1.43162  -1.96203  0.3943
C  -0.71935  -2.49338  -2.19225  0.0280
C  0.53877  -1.77502  -2.65450  0.0824
H  1.94355  1.20054  -3.42430  0.0246
H  0.40083  -0.34032  -5.03402  0.0026
H  0.29376  2.79524  -1.96888  0.0104
H  -2.30554  2.18070  -2.61721  0.0328
H  -2.20085  0.25930  -4.58091  -0.0078
H  0.84181  -2.03471  -3.72047  0.0108
H  -1.30660  -2.94656  -2.98189  0.0150
H  -2.84692  -1.24602  -1.85828  -0.0140
H  1.52941  -1.99657  -2.15132  0.0308
H  -0.68259  -2.96342  -1.22642  -0.0041
C  -3.20481  0.05261  1.21031  0.0142
Si  -1.62681  -0.87811  1.64908  0.0037
C  -1.30339  -0.76440  3.51798  0.0034
C  -1.81663  -2.71337  1.19524  0.0119
Si  0.07256  0.05194  0.31184  -0.0181
Si  0.17678  2.28501  1.04487  -0.0018
C  0.21800  2.41607  2.92568  0.0011
C  1.76408  3.07450  0.36335  0.0078
C  -1.34866  3.20510  0.39787  0.0287
Si  1.99334  -1.11144  0.87495  0.0217
C  2.30586  -1.02279  2.74536  0.0078
C  1.94465  -2.96168  0.42913  0.0088
C  3.38131  -0.24418  -0.09534  0.0061
H  -4.03297  -0.50302  1.68361  0.0009
H  -3.39561  0.07594  0.12589  -0.0043
H  -3.24095  1.08853  1.58381  0.0001
H  -2.16698  -1.23294  4.00531  0.0000
H  -0.40933  -1.31323  3.82787  -0.0003
H  -1.22220  0.25712  3.89856  -0.0002
H  -1.94916  -2.87524  0.12109  -0.0027
H  -0.98291  -3.33417  1.54613  0.0009
H  -2.73003  -3.06487  1.69777  0.0005
H  0.97375  1.78872  3.41228  -0.0007
H  0.47467  3.46382  3.14079  0.0004
H  -0.74592  2.21389  3.40800  0.0008
H  1.87605  2.97564  -0.72190  -0.0006
H  1.72203  4.14836  0.59990  0.0005
H  2.67111  2.67088  0.83082  0.0007
H  -1.44798  3.19477  -0.69343  -0.0123
H  -2.28794  2.83337  0.82427  -0.0019
H  -1.23911  4.25316  0.71265  0.0008
H  1.71102  -1.73930  3.32571  0.0005
H  3.36064  -1.27823  2.91164  0.0001
H  2.14170  -0.03481  3.18464  -0.0006
H  1.82221  -3.17928  -0.63832  -0.0038
H  2.89787  -3.41069  0.74001  0.0004
H  1.14854  -3.50085  0.95219  0.0002
H  3.17876  -0.15087  -1.17129  -0.0016
H  3.62053  0.76280  0.27649  0.0001
H  4.28306  -0.86506  0.02091  0.0004

Output
Multiplicity ... 4
Kohn-Sham gap (spin up / spin down) ... 7.41 / 6.87 eV
Charge ... 0

Which max |F| belongs to each record? In order, 1.3; 6.3; 5.6 eV Å⁻¹.